The following is a DFT calculation (the ωB97M-V functional and the def2-TZVPD basis) of a structure of composition C57H53N7OP2SW at a distorted geometry.

Its largest force on an atom is 1.8 eV/Å. The calculation puts the HOMO energy (spin up / spin down) at -11.71 / -11.91 eV. The calculation puts the total energy at -103672.0601 eV. As for the charge: +2. As for the multiplicity: 3.

Atoms and positions in Å:
W -0.044 1.024 -0.275
C 3.671 5.561 4.079
C 2.763 4.876 3.111
C 1.480 5.375 2.848
C 0.640 4.733 1.982
C 1.005 3.545 1.306
N 0.120 2.913 0.491
C -0.938 3.699 0.009
C -0.679 4.839 -0.759
C -1.697 5.604 -1.283
C -3.033 5.286 -1.036
C -4.131 6.127 -1.593
C -3.305 4.152 -0.287
C -2.283 3.357 0.229
N -2.631 2.163 0.901
C -3.759 1.940 1.595
C -3.812 0.593 1.894
C -2.664 0.058 1.329
N -1.944 1.014 0.733
C 2.301 3.035 1.579
C 3.139 3.707 2.485
N 2.754 1.857 0.986
C 4.014 1.469 0.979
C 4.174 0.110 0.409
C 2.671 -0.209 0.208
N 1.893 0.984 0.390
H 3.498 6.635 4.079
H 4.717 5.374 3.846
H 3.483 5.193 5.088
H 1.143 6.264 3.355
H -0.350 5.126 1.816
H 0.353 5.095 -0.954
H -1.455 6.459 -1.894
H -3.904 7.180 -1.452
H -5.078 5.904 -1.111
H -4.234 5.953 -2.664
H -4.331 3.855 -0.126
H -4.447 2.718 1.856
H -4.589 0.075 2.413
H -2.347 -0.967 1.301
H 4.101 3.289 2.735
H 4.818 2.112 1.271
H 4.897 0.063 -0.409
H 2.374 -0.769 -0.685
S -1.429 1.877 -2.318
C 0.164 2.113 -2.910
C 0.483 2.690 -4.138
C 1.811 2.895 -4.442
C 2.778 2.486 -3.520
C 2.388 1.881 -2.348
N 1.094 1.683 -2.022
H -0.311 2.969 -4.813
H 2.108 3.366 -5.363
H 3.827 2.633 -3.715
H 3.137 1.543 -1.645
C -0.055 -2.772 -1.396
N -0.477 -3.707 -0.395
C -0.764 -3.259 0.935
P 0.198 -1.747 1.473
C 1.930 -2.291 1.298
C 2.532 -3.380 0.800
C 3.976 -3.390 0.617
C 4.771 -2.348 0.877
C 4.258 -1.060 1.438
C 2.722 -1.049 1.500
C 0.027 -1.984 3.295
C 1.113 -2.392 4.068
C 0.982 -2.557 5.435
C -0.235 -2.329 6.055
C -1.322 -1.926 5.298
C -1.192 -1.745 3.930
C -0.188 -5.065 -0.608
C 0.688 -5.482 -1.612
C 0.921 -6.829 -1.829
C 0.311 -7.785 -1.037
C -0.546 -7.381 -0.027
C -0.808 -6.039 0.178
P -0.857 -1.079 -1.512
C -2.656 -1.454 -1.415
C -3.122 -2.770 -1.414
C -4.475 -3.032 -1.273
C -5.387 -1.995 -1.160
C -4.937 -0.685 -1.197
C -3.587 -0.416 -1.325
C -0.600 -0.921 -3.323
C 0.707 -0.774 -3.783
C 0.962 -0.682 -5.139
C -0.084 -0.745 -6.047
C -1.386 -0.879 -5.594
C -1.648 -0.967 -4.238
H -0.235 -3.221 -2.383
H 1.031 -2.558 -1.322
H -0.513 -4.045 1.655
H -1.839 -3.033 1.053
H 2.000 -4.282 0.540
H 4.409 -4.302 0.237
H 5.839 -2.416 0.731
H 4.787 -0.809 2.363
H 2.338 -0.467 2.345
H 2.065 -2.595 3.603
H 1.839 -2.856 6.018
H -0.338 -2.465 7.119
H -2.275 -1.743 5.771
H -2.061 -1.436 3.369
H 1.203 -4.768 -2.235
H 1.591 -7.123 -2.623
H 0.489 -8.833 -1.219
H -1.028 -8.117 0.599
H -1.518 -5.757 0.942
H -2.441 -3.600 -1.514
H -4.813 -4.057 -1.254
H -6.440 -2.201 -1.058
H -5.635 0.134 -1.121
H -3.271 0.617 -1.379
H 1.531 -0.743 -3.076
H 1.978 -0.569 -5.490
H 0.119 -0.694 -7.104
H -2.202 -0.920 -6.300
H -2.663 -1.079 -3.887
O 0.019 1.074 2.689
H 0.118 1.886 3.202
H -0.262 0.390 3.314

Löwdin population analysis, charges in e, atoms 1 to 4:
1. W 1.403
2. C -0.035
3. C -0.260
4. C -0.002

The following is a DFT calculation (the ωB97M-V functional and the def2-TZVPD basis) of a structure of composition C14H11N3O4ReS at a distorted geometry.

Its largest force on an atom is 2.7 eV/Å. The calculation puts the HOMO energy (spin up / spin down) at -14.85 / -14.86 eV. The calculation puts the total energy at -40305.7315 eV. As for the charge: +2. As for the multiplicity: 2.

Atoms and positions in Å:
Re 0.563 2.226 0.796
O 0.814 6.161 1.209
C 0.418 5.076 0.998
O 0.904 3.897 1.504
C -0.730 4.740 0.050
C -1.583 5.597 -0.610
C -2.555 5.039 -1.441
C -2.657 3.656 -1.591
C -1.752 2.871 -0.912
N -0.823 3.412 -0.122
C -1.627 1.366 -0.929
O -2.301 0.619 -1.544
O -0.607 0.993 -0.097
H -1.499 6.666 -0.469
H -3.243 5.686 -1.971
H -3.411 3.195 -2.215
N 0.028 -1.280 1.817
C 1.232 -1.078 1.325
S 2.043 0.494 1.378
N 1.940 -2.030 0.754
C 1.573 -3.351 0.378
C 0.610 -4.122 1.031
C 0.243 -5.346 0.499
C 0.846 -5.828 -0.655
C 1.858 -5.092 -1.261
C 2.225 -3.866 -0.745
H -0.465 -0.537 2.277
H -0.492 -2.118 1.591
H 2.846 -1.741 0.405
H 0.203 -3.832 1.991
H -0.505 -5.943 1.003
H 0.555 -6.786 -1.063
H 2.355 -5.466 -2.145
H 2.994 -3.280 -1.236

Löwdin population analysis, charges in e, atoms 1 to 4:
1. Re 1.511
2. O 0.269
3. C -0.429
4. O -0.186

The following is a DFT calculation (the ωB97M-V functional and the def2-TZVPD basis) of a cluster of 2 separate species, C2H8N2O2 in total at a distorted geometry.

Its largest force on an atom is 3.7 eV/Å. The value obtained for the energy relative to the best compared isomer or geometry (same formula, charge and spin) is 1.348 eV. The calculation puts the HOMO energy at -9.61 eV. The calculation puts the total energy at -9278.5629 eV. As for the structure (SMILES): NCNC=O.O.

Atoms and positions in Å:
O 2.554 -0.758 0.920
C 1.415 -1.221 0.987
N 0.391 -0.805 0.106
C 0.572 0.179 -0.974
N -0.057 1.465 -0.549
H 1.147 -1.874 1.918
H -0.616 -1.179 0.081
H 1.647 0.319 -1.219
H -0.029 -0.205 -1.880
H -0.388 2.069 -1.266
H 0.655 1.969 0.014
H -1.957 0.520 0.213
H -2.940 -0.094 1.171
O -2.394 -0.385 0.479

Löwdin population analysis, charges in e, atoms 1 to 4:
1. O -0.034
2. C -0.325
3. N -0.014
4. C -0.259

The following is a DFT calculation (the ωB97M-V functional and the def2-TZVPD basis) of an isolated molecule of C6H5NO3 at a distorted geometry.

Its largest force on an atom is 4.7 eV/Å. The value obtained for the energy relative to the best compared isomer or geometry (same formula, charge and spin) is 5.220 eV. The calculation puts the HOMO energy at -10.20 eV. The calculation puts the total energy at -13930.7958 eV. As for the structure (SMILES): C#CC(C=O)(C=O)C(N)=O.

Atoms and positions in Å:
O 1.314 0.059 -2.019
C 0.497 0.702 -1.422
C 0.028 0.370 0.012
C 0.502 1.493 0.963
O 1.222 2.382 0.601
C -1.431 0.276 0.025
C -2.634 0.159 0.028
C 0.666 -0.911 0.558
N 0.453 -2.108 0.040
H -0.001 1.591 -1.860
H 0.100 1.425 1.995
H -3.707 0.085 -0.027
O 1.860 -0.874 0.980
H -0.504 -2.251 -0.265
H 1.635 -2.398 0.392

Löwdin population analysis, charges in e, atoms 1 to 4:
1. O 0.119
2. C -0.168
3. C -0.322
4. C -0.180

What did the fourth record say?
The following is a DFT calculation (the ωB97M-V functional and the def2-TZVPD basis) of an isolated molecule of C6H5NO3 at a distorted geometry.

Its largest force on an atom is 4.7 eV/Å. The value obtained for the energy relative to the best compared isomer or geometry (same formula, charge and spin) is 5.220 eV. The calculation puts the HOMO energy at -10.20 eV. The calculation puts the total energy at -13930.7958 eV. As for the structure (SMILES): C#CC(C=O)(C=O)C(N)=O.

Atoms and positions in Å:
O 1.314 0.059 -2.019
C 0.497 0.702 -1.422
C 0.028 0.370 0.012
C 0.502 1.493 0.963
O 1.222 2.382 0.601
C -1.431 0.276 0.025
C -2.634 0.159 0.028
C 0.666 -0.911 0.558
N 0.453 -2.108 0.040
H -0.001 1.591 -1.860
H 0.100 1.425 1.995
H -3.707 0.085 -0.027
O 1.860 -0.874 0.980
H -0.504 -2.251 -0.265
H 1.635 -2.398 0.392

Löwdin population analysis, charges in e, atoms 1 to 4:
1. O 0.119
2. C -0.168
3. C -0.322
4. C -0.180

What did the second record say?
The following is a DFT calculation (the ωB97M-V functional and the def2-TZVPD basis) of a structure of composition C14H11N3O4ReS at a distorted geometry.

Its largest force on an atom is 2.7 eV/Å. The calculation puts the HOMO energy (spin up / spin down) at -14.85 / -14.86 eV. The calculation puts the total energy at -40305.7315 eV. As for the charge: +2. As for the multiplicity: 2.

Atoms and positions in Å:
Re 0.563 2.226 0.796
O 0.814 6.161 1.209
C 0.418 5.076 0.998
O 0.904 3.897 1.504
C -0.730 4.740 0.050
C -1.583 5.597 -0.610
C -2.555 5.039 -1.441
C -2.657 3.656 -1.591
C -1.752 2.871 -0.912
N -0.823 3.412 -0.122
C -1.627 1.366 -0.929
O -2.301 0.619 -1.544
O -0.607 0.993 -0.097
H -1.499 6.666 -0.469
H -3.243 5.686 -1.971
H -3.411 3.195 -2.215
N 0.028 -1.280 1.817
C 1.232 -1.078 1.325
S 2.043 0.494 1.378
N 1.940 -2.030 0.754
C 1.573 -3.351 0.378
C 0.610 -4.122 1.031
C 0.243 -5.346 0.499
C 0.846 -5.828 -0.655
C 1.858 -5.092 -1.261
C 2.225 -3.866 -0.745
H -0.465 -0.537 2.277
H -0.492 -2.118 1.591
H 2.846 -1.741 0.405
H 0.203 -3.832 1.991
H -0.505 -5.943 1.003
H 0.555 -6.786 -1.063
H 2.355 -5.466 -2.145
H 2.994 -3.280 -1.236

Löwdin population analysis, charges in e, atoms 1 to 4:
1. Re 1.511
2. O 0.269
3. C -0.429
4. O -0.186